22
Properties=species:S:1:pos:R:3:forces:R:3:lowdin_spin:R:1 method="wB97M-V/def2-TZVPD" fmax_ev_per_a=0.3 total_energy_ev=-38739.7136 spin_multiplicity=2 homo_energy_ev="-7.17 / -8.19" homo_lumo_gap_ha="0.242 / 0.253" relative_energy_kj_mol=9.3
Hg 1.095582 0.173452 -2.103988 0.08 0.01 -0.03 0.566
C 5.146322 1.205904 1.593584 0.14 -0.09 -0.04 0.008
S 3.812570 0.156706 2.193263 0.11 0.06 0.10 0.022
C 2.672571 0.157670 0.854913 -0.27 -0.10 -0.10 0.016
S 3.285099 0.124015 -0.768369 -0.12 0.10 0.06 0.253
N 1.457851 0.076747 1.308012 -0.08 -0.03 0.04 0.005
N 0.479340 -0.048961 0.360927 0.13 0.00 -0.14 0.012
C -0.695228 -0.248221 0.797363 0.04 0.00 0.08 0.002
C -1.827217 -0.373893 -0.133976 -0.05 -0.02 0.02 0.007
C -3.107384 -0.585593 0.364261 0.01 0.00 0.02 0.002
C -4.162337 -0.706392 -0.525575 0.00 0.00 -0.01 -0.001
C -3.905084 -0.609780 -1.881728 0.01 0.01 0.00 0.001
C -2.594075 -0.393954 -2.288514 -0.04 0.00 -0.03 0.013
N -1.580990 -0.280717 -1.443558 -0.01 -0.01 -0.02 0.081
H 5.980661 1.010864 2.264739 0.05 0.07 -0.01 0.000
H 4.867017 2.255069 1.651183 0.00 0.01 -0.02 0.000
H 5.436068 0.946554 0.577780 0.01 -0.02 0.08 0.005
H -0.884813 -0.328145 1.866654 0.00 0.00 0.02 0.000
H -3.264339 -0.652866 1.432871 0.00 0.00 -0.01 0.000
H -5.168547 -0.872508 -0.164007 0.00 0.00 0.00 0.000
H -4.694389 -0.697708 -2.614873 0.00 0.00 0.00 0.000
H -2.348684 -0.308245 -3.340954 0.00 -0.01 -0.01 0.006